Entry 1:
# C6H16O2P2

A molecular structure, C6H16O2P2 in a non-equilibrium geometry (the ωB97M-V functional and the def2-TZVPD basis, the Open Molecules 2025 dataset).

XYZ file:
```
26
Properties=species:S:1:pos:R:3
C 2.564 0.530 -0.839
C 1.807 -0.204 1.982
C -1.615 1.939 0.624
C -2.820 -0.694 -0.088
C 0.388 -1.510 -0.807
C 0.034 -0.174 -0.243
O -0.083 -2.718 -0.214
O -0.347 0.721 -1.759
P 1.352 0.907 0.475
P -1.280 0.055 0.935
H 2.001 0.781 -1.752
H 2.828 -0.597 -1.014
H 3.496 1.088 -0.836
H 0.794 -0.171 2.596
H 2.541 0.221 2.705
H 2.011 -1.142 1.703
H -1.027 2.469 1.422
H -2.632 2.275 0.809
H -1.324 2.070 -0.400
H -3.184 0.088 -0.717
H -3.440 -1.248 0.583
H -2.503 -1.468 -0.814
H 0.140 -1.426 -1.936
H 1.466 -1.707 -0.882
H -1.093 -2.735 0.030
H -1.257 0.621 -1.894
```

## Properties
HOMO: -8.82 eV
Orbital gap: 9.4 eV
Multiplicity: 1
DFT total energy: -1071.2621 Eh
Max |F|: 5.764 eV Å⁻¹

These are the Löwdin partial charges, in e, on atoms 1 to 6: number 1, C, carries -0.318; number 2, C, carries -0.265; number 3, C, carries -0.283; number 4, C, carries -0.231; number 5, C, carries -0.321; number 6, C, carries -0.697

---

Entry 2:
# C3H7NO2

A single C3H7NO2 molecule in a non-equilibrium geometry (the ωB97M-V functional and the def2-TZVPD basis, the Open Molecules 2025 dataset).

XYZ file:
```
13
Properties=species:S:1:pos:R:3
C -0.816 1.625 0.337
C -0.401 0.177 0.084
C 1.124 -0.073 0.174
O 1.541 -0.998 -0.763
N -1.240 -0.758 -0.175
O -0.493 -2.173 -0.256
H -1.888 1.805 0.449
H -0.308 1.977 1.249
H -0.439 2.254 -0.482
H 1.270 -0.411 1.218
H 1.627 0.903 0.056
H 0.834 -1.758 -0.623
H -0.802 -2.571 -1.091
```

## Properties
HOMO: -9.75 eV
Orbital gap: 10.6 eV
Multiplicity: 1
DFT total energy: -323.6491 Eh
Max |F|: 2.184 eV Å⁻¹

These are the Löwdin partial charges, in e, on atoms 1 to 6: number 1, C, carries -0.030; number 2, C, carries -0.311; number 3, C, carries -0.253; number 4, O, carries -0.103; number 5, N, carries 0.150; number 6, O, carries -0.103

---

Entry 3:
# C2H5OS

2 unconnected molecules or ions with the total composition C2H5OS in a non-equilibrium geometry (the ωB97M-V functional and the def2-TZVPD basis, the Open Molecules 2025 dataset).

XYZ file:
```
9
Properties=species:S:1:pos:R:3
S -4.964 0.508 -0.883
H -4.914 1.834 -1.095
O 2.281 -1.769 0.989
C 1.350 -1.041 0.775
C 1.471 0.219 -0.045
H 0.338 -1.254 1.180
H 1.758 -0.092 -1.046
H 2.183 0.922 0.367
H 0.498 0.675 -0.243
```

## Properties
HOMO: -2.41 eV
Total charge: -1
Orbital gap: 5.7 eV
Multiplicity: 1
DFT total energy: -552.6411 Eh
Max |F|: 1.178 eV Å⁻¹

These are the Löwdin partial charges, in e, on atoms 1 to 6: number 1, S, carries -0.471; number 2, H, carries -0.527; number 3, O, carries 0.025; number 4, C, carries -0.320; number 5, C, carries -0.057; number 6, H, carries 0.120

---

Entry 4:
# C28H39N2O3

A gas-phase ion, C28H39N2O3 (charge +1) (the ωB97M-V functional and the def2-TZVPD basis, the Open Molecules 2025 dataset).

XYZ file:
```
72
Properties=species:S:1:pos:R:3
C 2.731 3.774 1.249
C 4.070 3.828 0.524
C 4.783 2.477 0.473
C 4.037 1.427 -0.349
C 4.853 0.142 -0.489
C 4.031 -1.044 -0.997
C 3.458 -0.814 -2.395
C 2.726 -2.031 -2.973
C 1.218 -2.043 -2.716
C 0.868 -2.160 -1.238
O -0.535 -2.439 -1.057
C -1.349 -1.417 -0.955
O -1.071 -0.250 -0.992
C -2.802 -1.907 -0.754
N -3.606 -0.806 -0.303
C -3.843 -0.440 0.961
C -3.458 -1.224 2.183
O -2.268 -1.939 2.051
C -1.061 -1.249 2.116
C -0.956 0.131 2.097
C 0.294 0.728 2.162
C 1.430 -0.053 2.241
C 1.317 -1.434 2.245
C 0.080 -2.055 2.184
C -0.057 -3.544 2.185
N -4.539 0.704 0.988
C -5.008 1.384 2.169
C -4.734 1.125 -0.314
C -5.369 2.237 -0.852
C -5.366 2.354 -2.227
C -4.751 1.403 -3.046
C -4.120 0.294 -2.521
C -4.122 0.166 -1.139
H 2.857 3.364 2.250
H 2.019 3.157 0.705
H 2.312 4.774 1.340
H 4.719 4.543 1.034
H 3.915 4.192 -0.494
H 4.925 2.107 1.492
H 5.774 2.622 0.037
H 3.083 1.193 0.127
H 3.826 1.840 -1.337
H 5.266 -0.121 0.488
H 5.694 0.318 -1.161
H 3.228 -1.243 -0.285
H 4.675 -1.926 -1.024
H 2.778 0.038 -2.382
H 4.289 -0.559 -3.055
H 3.168 -2.947 -2.577
H 2.864 -2.046 -4.055
H 0.771 -1.130 -3.117
H 0.777 -2.896 -3.239
H 1.102 -1.238 -0.702
H 1.382 -3.007 -0.782
H -3.188 -2.270 -1.710
H -2.809 -2.722 -0.030
H -3.426 -0.552 3.052
H -4.229 -1.985 2.370
H -1.830 0.761 2.020
H 0.368 1.804 2.149
H 2.403 0.409 2.300
H 2.206 -2.044 2.305
H 0.897 -4.017 2.394
H -0.417 -3.892 1.217
H -0.781 -3.856 2.936
H -5.626 0.721 2.775
H -4.170 1.741 2.770
H -5.606 2.240 1.868
H -5.843 2.983 -0.235
H -5.846 3.205 -2.683
H -4.770 1.544 -4.114
H -3.640 -0.428 -3.159
```

## Properties
HOMO: -11.45 eV
Total charge: +1
Orbital gap: 8.5 eV
Multiplicity: 1
DFT total energy: -1425.4038 Eh
Max |F|: 0.983 eV Å⁻¹

These are the Löwdin partial charges, in e, on atoms 1 to 6: number 1, C, carries -0.119; number 2, C, carries -0.264; number 3, C, carries -0.225; number 4, C, carries -0.226; number 5, C, carries -0.209; number 6, C, carries -0.215

---

Entry 5:
# C3H10N4

A molecular structure, C3H10N4 in a non-equilibrium geometry (the ωB97M-V functional and the def2-TZVPD basis, the Open Molecules 2025 dataset).

XYZ file:
```
17
Properties=species:S:1:pos:R:3
C -1.436 -1.122 0.156
C -2.186 0.076 0.318
C 2.664 -0.531 0.091
N 1.456 -0.590 0.195
N 0.464 1.788 -0.062
N -0.913 0.073 -0.334
N 0.096 0.684 0.391
H -0.915 -1.477 1.033
H -1.756 -1.837 -0.507
H -3.074 0.309 -0.303
H -2.195 0.856 1.087
H 3.372 -1.458 0.172
H 3.271 0.471 0.096
H 1.187 -1.504 0.192
H 0.322 2.214 -1.049
H 1.191 2.218 0.509
H -0.872 0.114 -1.337
```

## Properties
HOMO: -19.48 eV
Total charge: +2
Orbital gap: 10.1 eV
Multiplicity: 1
DFT total energy: -338.4430 Eh
Max |F|: 7.043 eV Å⁻¹

These are the Löwdin partial charges, in e, on atoms 1 to 6: number 1, C, carries -0.002; number 2, C, carries 0.040; number 3, C, carries 0.071; number 4, N, carries 0.098; number 5, N, carries 0.173; number 6, N, carries -0.070

---

Computed values of energy relative to the best compared isomer or geometry (same formula, charge and spin) (unit: kJ/mol) for the preceding records, in sequence: 98.1 346.2 42.6 23.8 714.3.